Entry 1:
Here is a molecular structure, C18H18Cl3IrN2O7S3Se from OMol25. Energies are from ωB97M-V/def2-TZVPD.

Geometry (Å):
Ir1 -0.78271 -0.32442 0.39519
C1 -1.07088 3.23946 -0.40857
C2 -2.16806 2.29652 -0.74407
N1 -2.18308 1.00775 -0.53502
C3 -3.26132 0.38950 -1.12782
C4 -4.13671 1.22791 -1.72140
S1 -3.55099 2.82532 -1.60735
C5 -3.19198 -1.06187 -1.14249
C6 -3.98210 -1.97226 -1.75579
S2 -3.28138 -3.52698 -1.61045
C7 -1.95681 -2.88764 -0.74469
N2 -2.07043 -1.60523 -0.54792
C8 -0.78174 -3.70112 -0.36470
H1 -0.27707 2.71035 0.11018
H2 -1.43634 4.07351 0.19252
H3 -0.65514 3.61942 -1.34317
H4 -5.02088 0.97967 -2.28228
H5 -4.87732 -1.79136 -2.32450
H6 -0.86132 -4.70796 -0.77238
H7 -0.66495 -3.73444 0.71665
H8 0.09247 -3.20474 -0.78256
Cl1 1.10663 3.73650 6.48699
C9 0.87780 2.91503 4.96268
C10 -0.39568 2.64688 4.51557
C11 -0.56534 1.99655 3.30138
Cl2 -2.19737 1.74047 2.75592
C12 0.52044 1.58163 2.48414
O1 0.46705 0.99919 1.32253
C13 1.80042 1.89839 3.01083
Cl3 3.17896 1.42827 2.07908
C14 1.98526 2.54576 4.21278
H9 -1.26230 2.94192 5.08986
H10 2.98596 2.75757 4.56104
O2 -0.46431 -1.66422 -2.78066
Se1 -0.05275 -0.08388 -2.84559
O3 1.33925 0.18011 -3.60894
O4 0.20043 0.40970 -1.20396
O5 -1.28861 0.85353 -3.35328
O6 -0.58137 -1.50777 1.63472
O7 2.85763 -1.35421 -0.59244
S3 2.70454 -2.69998 -0.00562
C15 4.37580 -3.15818 0.61873
C16 4.89034 -4.35083 -0.17758
C17 4.32821 -4.17950 -1.58561
C18 2.84806 -3.89695 -1.37951
H11 4.34164 -3.30903 1.69644
H12 4.94466 -2.25180 0.40094
H13 4.51192 -5.28407 0.25069
H14 5.98087 -4.40251 -0.16027
H15 4.49358 -5.06166 -2.20665
H16 4.79804 -3.32639 -2.07945
H17 2.30140 -4.79989 -1.09235
H18 2.34088 -3.41397 -2.21642

Calculated values
Net charge: -1
ΔE to the lowest compared entry with this formula, charge and spin: 0.0 kcal/mol
HOMO energy (spin up / spin down): -5.3 / -5.3 eV
Spin multiplicity: 2
LUMO (spin up / spin down): 2.166 / 2.010 eV
Largest force on an atom: 0.667 eV/A

Mulliken atomic charge list, values in e, 8 entries: 1.669 -0.916 0.693 0.213 -0.416 -0.279 -0.264 0.016

---

Entry 2:
Here is a molecular structure, C18H18Cl3N2NiO2S from OMol25. Energies are from ωB97M-V/def2-TZVPD.

Geometry (Å):
Ni1 -1.18832 1.26587 0.20253
O1 -2.31338 1.99211 -1.47709
C1 -2.87051 3.27950 -1.26621
C2 -3.01667 3.46455 0.21343
C3 -3.93799 4.34959 0.73990
C4 -3.95247 4.56712 2.10687
C5 -3.04195 3.89300 2.90155
C6 -2.17535 3.00008 2.30407
N1 -2.16061 2.77379 0.98353
H1 -1.72991 1.98117 -2.24621
H2 -3.82509 3.39050 -1.78129
H3 -2.18141 4.04249 -1.64072
H4 -4.62664 4.86302 0.08313
H5 -4.66222 5.25564 2.54547
H6 -3.00247 4.03263 3.97181
H7 -1.45816 2.45051 2.88943
C7 2.37503 0.52717 -2.82162
S1 0.81225 -0.15234 -2.34793
C8 0.06017 -0.26053 -3.94794
O2 0.08997 0.98307 -1.64398
H8 2.85910 -0.15786 -3.51740
H9 2.97149 0.61429 -1.91624
H10 2.21544 1.50409 -3.27690
H11 0.58930 -1.01588 -4.52862
H12 0.10168 0.70790 -4.44700
H13 -0.96870 -0.58011 -3.79361
Cl1 -3.06260 0.02618 3.35303
C9 -1.37310 -0.38709 3.02006
Cl2 -0.28344 0.53909 4.07047
Cl3 -1.12753 -2.10402 3.27248
C10 -1.03879 0.00980 1.58576
N2 -0.17602 -0.51741 0.85272
C11 0.71543 -1.51167 0.81719
C12 1.53315 -2.37954 0.68293
C13 2.52193 -3.41883 0.53429
C14 2.14226 -4.75538 0.63626
C15 3.08877 -5.75602 0.48579
C16 4.41546 -5.42777 0.24330
C17 4.79724 -4.09669 0.14763
C18 3.85291 -3.09267 0.28787
H14 1.10783 -5.00267 0.83425
H15 2.79105 -6.79276 0.56451
H16 5.15441 -6.21014 0.13294
H17 5.83238 -3.84081 -0.03336
H18 4.14610 -2.05298 0.22294

Calculated values
Net charge: +1
ΔE to the lowest compared entry with this formula, charge and spin: 4.6 kcal/mol
HOMO energy (spin up / spin down): -10.8 / -10.7 eV
LUMO (spin up / spin down): -3.234 / -2.897 eV
Largest force on an atom: 0.913 eV/A

Mulliken atomic charge list, values in e, 8 entries: 0.059 -0.531 -0.347 0.836 -0.887 -0.181 -0.892 -0.057

---

Entry 3:
Here is a molecular structure, C18H18ClIrN3O9P2S2 at a distorted geometry from OMol25. Energies are from ωB97M-V/def2-TZVPD.

Geometry (Å):
Ir1 -0.00750 -0.20870 0.29940
O1 2.42130 1.22290 1.84940
P1 1.73430 0.05480 2.70880
O2 2.49780 -0.38460 3.87280
O3 1.33900 -1.03780 1.72520
O4 0.34390 0.77670 3.24170
P2 -0.64380 1.86090 2.61680
O5 0.38450 3.01710 2.06120
O6 -1.56010 2.44230 3.59590
O7 -1.26160 1.24550 1.36670
H1 1.87640 2.01790 1.83290
H2 0.34430 3.75120 2.67350
O8 3.94680 -0.35890 -2.45830
C1 3.53800 0.46130 -3.42180
C2 4.36760 0.64480 -4.53430
C3 3.98750 1.47550 -5.56260
C4 2.77430 2.16170 -5.51070
C5 1.94510 1.99900 -4.42680
C6 2.30440 1.14790 -3.37370
C7 1.41140 0.95550 -2.23550
O9 1.68260 0.13830 -1.30690
N1 0.29250 1.68160 -2.26760
N2 -0.57660 1.49440 -1.29490
C8 -1.66180 2.21430 -1.35870
S1 -1.88040 3.27500 -2.74180
C9 -3.67560 3.47410 -2.46960
C10 -3.92120 3.46880 -0.98210
S2 -2.90400 2.14870 -0.17810
H3 3.27660 -0.36870 -1.73650
H4 5.30340 0.10970 -4.54920
H5 4.63120 1.59850 -6.42080
H6 2.48200 2.81850 -6.31630
H7 1.00200 2.51760 -4.36360
H8 -4.16820 2.64130 -2.97260
H9 -3.98100 4.41240 -2.93060
H10 -4.96150 3.26170 -0.73910
H11 -3.62680 4.41520 -0.52600
N3 -0.44870 -2.31340 -1.91610
C11 -0.70950 -1.51350 -1.10020
H12 0.03160 -2.98400 -2.47650
Cl1 -6.26810 0.82810 1.91150
C12 -4.83080 -0.11790 1.96930
C13 -4.66350 -1.15480 1.05000
C14 -3.49270 -1.86210 1.03750
C15 -2.44690 -1.58400 1.96680
C16 -1.25890 -2.29600 1.94300
C17 -2.69160 -0.56510 2.93410
C18 -3.84950 0.16690 2.91930
H13 -5.45270 -1.37600 0.34970
H14 -3.34560 -2.65410 0.32110
H15 -1.11590 -3.10780 1.25040
H16 -0.51880 -2.16860 2.71220
H17 -1.93740 -0.35300 3.67640
H18 -3.99090 0.97000 3.62560

Calculated values
ΔE to the lowest compared entry with this formula, charge and spin: 100.0 kcal/mol
HOMO energy (spin up / spin down): -7.5 / -7.5 eV
Spin multiplicity: 2
LUMO (spin up / spin down): -3.019 / -2.980 eV
Largest force on an atom: 4.224 eV/A

Mulliken atomic charge list, values in e, 8 entries: 2.362 -0.441 0.764 -0.784 -0.676 -0.375 0.570 -0.538